Record 1
Below is C26H45AsF6NO12S5 as an isolated structure at a distorted geometry, with properties calculated with ωB97M-V/def2-TZVPD.

Computed properties:
frontier orbital gap	9.6	eV
largest force on an atom	0.035	hartree/bohr
E_HOMO	-0.2942	hartree
calculated total energy	-185074.1462	eV
net charge	-1

Last column: Mulliken charge in e.
Element x y z (Å)
As -0.20 -0.53 0.39  2.184
F -0.07 1.18 0.58  -0.514
F 1.46 -0.77 0.87  -0.678
F -0.38 -2.24 0.19  -0.527
F -1.87 -0.39 -0.05  -0.463
F 0.43 -0.51 -1.24  -0.431
F -0.69 -0.66 2.03  -0.431
C 4.37 1.00 3.15  -0.360
C 3.90 -0.30 2.99  -0.350
C 2.67 -0.61 3.52  -0.163
C 1.97 0.30 4.27  -0.035
C 2.40 1.61 4.36  -0.135
C 3.62 1.96 3.82  -0.813
N 0.76 -0.10 4.99  1.092
O 0.22 0.75 5.69  -0.639
O 0.31 -1.19 4.77  -0.588
H 5.38 1.19 2.81  0.399
H 4.52 -1.07 2.57  0.365
H 2.22 -1.59 3.43  0.413
H 1.80 2.34 4.90  0.369
H 4.03 2.95 4.01  0.420
C 4.17 1.08 -3.75  -0.828
C 3.15 0.39 -2.82  0.507
C 3.42 0.81 -1.39  0.366
S 4.92 1.78 -1.36  1.213
O 5.82 1.33 -0.33  -0.681
O 4.58 3.17 -1.44  -0.670
C 5.47 1.29 -3.00  -0.842
H 3.80 2.09 -3.96  0.315
H 4.32 0.57 -4.70  0.412
H 3.33 -0.68 -2.92  -0.371
H 2.13 0.57 -3.16  -0.198
H 3.46 0.00 -0.67  -0.316
H 2.71 1.53 -0.96  0.222
H 6.12 0.42 -2.87  0.331
H 6.10 2.12 -3.33  0.494
C -0.95 1.97 -3.99  -0.913
C -0.47 2.45 -2.61  0.402
C -1.73 2.91 -1.83  -0.593
S -3.17 2.49 -2.83  1.074
O -3.56 3.61 -3.64  -0.704
O -4.18 1.85 -2.02  -0.600
C -2.28 1.28 -3.78  -0.368
H -0.26 1.38 -4.59  0.395
H -1.12 2.87 -4.60  0.398
H 0.24 3.27 -2.70  0.530
H -0.05 1.62 -2.05  -0.644
H -1.77 3.94 -1.49  0.446
H -1.88 2.27 -0.96  0.101
H -2.92 1.10 -4.65  0.501
H -2.24 0.37 -3.18  -0.022
C -5.71 -1.20 -2.20  -0.550
C -6.83 -2.15 -1.83  -0.656
C -6.25 -3.55 -1.92  -0.730
S -4.61 -3.46 -1.23  1.201
O -3.72 -4.15 -2.13  -0.686
O -4.62 -3.82 0.16  -0.666
C -4.47 -1.68 -1.42  -0.107
H -5.86 -0.16 -1.93  0.291
H -5.46 -1.22 -3.26  0.308
H -7.77 -2.06 -2.38  0.379
H -7.09 -1.96 -0.78  0.281
H -6.17 -3.89 -2.96  0.324
H -6.87 -4.31 -1.44  0.409
H -3.53 -1.38 -1.87  -0.032
H -4.51 -1.34 -0.39  0.193
C 3.93 -3.07 -1.47  -0.925
C 3.65 -3.34 0.01  0.249
C 2.86 -4.64 0.08  -0.907
S 2.05 -4.82 -1.56  1.133
O 0.62 -4.87 -1.42  -0.585
O 2.75 -5.82 -2.31  -0.703
C 2.56 -3.18 -2.10  -0.383
H 4.58 -3.87 -1.86  0.441
H 4.51 -2.18 -1.72  0.253
H 3.14 -2.49 0.47  -0.469
H 4.58 -3.37 0.59  0.559
H 2.05 -4.65 0.80  0.471
H 3.50 -5.52 0.17  0.339
H 1.79 -2.51 -1.69  -0.115
H 2.47 -3.09 -3.18  0.624
C -1.32 3.51 4.27  -0.162
C -1.73 2.55 3.15  0.238
C -2.59 1.48 3.75  -0.763
S -3.68 2.35 4.88  1.165
O -3.92 1.54 6.04  -0.702
O -4.80 2.94 4.18  -0.679
C -2.49 3.63 5.24  -0.871
H -1.05 4.46 3.82  0.456
H -0.45 3.16 4.83  -0.269
H -0.88 2.07 2.66  -0.315
H -2.29 3.11 2.39  0.332
H -2.03 0.85 4.45  0.128
H -3.12 0.79 3.10  0.616
H -2.19 3.53 6.29  0.468
H -3.01 4.59 5.29  0.346

***

Record 2
Below is C26H45BF5O15Pt as an isolated structure at a distorted geometry, with properties calculated with ωB97M-V/def2-TZVPD.

Computed properties:
frontier orbital gap (alpha / beta)	8.0 / 5.5	eV
largest force on an atom	0.049	hartree/bohr
E_HOMO (alpha / beta)	-0.3865 / -0.3865	hartree
calculated total energy	-75911.9990	eV
⟨S²⟩	2.0028
net charge	+1
spin multiplicity	3

Last column: Löwdin spin population.
Element x y z (Å)
Pt 1.32 -0.50 0.70  1.682
B -1.43 0.35 0.60  0.001
F -1.90 0.44 -0.71  0.000
F -0.87 -0.93 0.83  0.073
F -0.29 1.25 0.70  -0.001
F -2.38 0.69 1.53  0.001
C 5.48 3.29 -0.17  0.000
C 4.59 2.11 -0.49  0.000
O 3.58 2.61 -1.39  0.002
C 2.39 2.08 -1.39  0.006
O 2.04 1.12 -0.71  0.060
O 1.59 2.85 -2.08  0.000
C 0.24 2.42 -2.30  0.000
H 6.01 3.46 -1.11  0.000
H 6.25 3.12 0.58  0.000
H 5.02 4.26 0.03  0.000
H 4.05 1.80 0.41  0.000
H 5.26 1.36 -0.91  0.000
H -0.35 3.10 -2.90  0.000
H -0.19 2.24 -1.31  0.000
H 0.22 1.43 -2.75  0.000
C 2.42 -0.91 -3.80  0.000
C 1.00 -1.07 -3.33  0.000
O 0.83 -2.45 -2.96  -0.001
C 0.62 -2.74 -1.71  0.006
O 0.92 -2.01 -0.76  0.039
O 0.07 -3.91 -1.55  0.001
C -0.28 -4.37 -0.24  0.000
H 2.65 -1.52 -4.67  0.000
H 3.07 -1.13 -2.95  0.000
H 2.69 0.13 -3.99  0.000
H 0.39 -0.80 -4.19  0.000
H 0.68 -0.48 -2.47  0.000
H 0.42 -4.02 0.53  0.000
H -0.53 -5.42 -0.23  0.000
H -1.15 -3.74 0.02  0.000
C 2.39 -5.06 4.86  0.000
C 1.61 -5.07 3.55  0.000
O 1.70 -3.75 2.98  0.003
C 0.78 -2.84 3.01  0.011
O 0.96 -1.75 2.49  0.045
O -0.39 -3.27 3.48  0.005
C -1.40 -2.27 3.71  0.000
H 3.35 -4.55 4.76  0.000
H 2.55 -6.08 5.21  0.000
H 1.75 -4.69 5.66  0.000
H 0.57 -5.40 3.56  0.000
H 2.08 -5.73 2.82  0.000
H -2.20 -2.40 2.98  0.000
H -1.00 -1.27 3.59  0.000
H -1.81 -2.47 4.69  0.000
C 3.76 -1.36 5.40  0.000
C 3.37 -0.55 4.19  0.000
O 2.25 0.28 4.53  0.004
C 1.64 0.94 3.59  0.010
O 1.86 0.89 2.38  0.042
O 0.92 1.88 4.15  0.006
C 0.14 2.75 3.32  0.000
H 4.53 -2.11 5.21  0.000
H 2.93 -1.95 5.78  0.000
H 4.16 -0.67 6.14  0.000
H 3.16 -1.14 3.29  0.001
H 4.17 0.15 3.91  0.000
H 0.61 3.05 2.39  0.000
H -0.23 3.59 3.90  0.000
H -0.73 2.16 3.03  0.000
C -3.86 0.13 -3.14  0.000
C -2.66 0.16 -4.08  0.000
O -3.00 0.52 -5.41  0.000
C -1.93 0.66 -6.22  0.000
O -0.78 0.66 -5.87  0.000
O -2.39 0.83 -7.44  0.000
C -1.42 1.07 -8.47  0.000
H -3.53 -0.40 -2.25  0.000
H -4.72 -0.37 -3.58  0.000
H -4.07 1.14 -2.79  0.000
H -2.12 -0.79 -4.09  0.000
H -1.96 0.92 -3.72  0.000
H -1.36 0.28 -9.21  0.000
H -0.40 1.04 -8.09  0.000
H -1.58 2.08 -8.85  0.000
F -3.18 4.00 -0.76  0.000
C -4.16 3.53 0.02  0.000
C -4.94 4.40 0.78  0.000
C -6.02 3.97 1.54  0.000
C -6.19 2.58 1.66  0.000
C -5.43 1.71 0.90  0.000
C -4.46 2.18 0.02  0.000
H -4.78 5.47 0.71  0.000
H -6.61 4.53 2.25  0.000
H -6.94 2.16 2.32  0.000
H -5.54 0.63 0.93  0.000
H -3.85 1.53 -0.58  0.000

***

Which of these has the highest calculated total energy? C26H45BF5O15Pt

***

Which of these has the lowest net charge? C26H45AsF6NO12S5

***

Which formula does entry 1 have? C26H45AsF6NO12S5

***

Look up the calculated total energy of the first one. -185074.1462 eV